Entry A
Below is a 2-piece molecular cluster, CH2NO2S overall, with properties calculated with wB97M-V/def2-TZVPD.

Properties
Kohn-Sham gap (spin up / spin down)   6.41 / 6.41 eV
Charge   -1

```
7
CH2NO2S wB97M-V/def2-TZVPD
C 1.15 -0.50 0.33
N -1.40 0.58 -0.16
O 0.54 -1.52 0.31
O -0.26 1.10 0.44
S 2.56 0.22 0.25
H -1.54 -0.38 0.08
H -1.04 0.51 -1.25
```



Entry B
Below is a 2-piece molecular cluster, CH2NO2S overall, with properties calculated with wB97M-V/def2-TZVPD.

Properties
Kohn-Sham gap   7.99 eV
Charge   -1

```
7
CH2NO2S wB97M-V/def2-TZVPD
C -2.84 -0.79 -0.54
N -1.79 -0.72 -0.07
O 0.79 -1.17 0.74
O 2.88 -0.27 -0.29
S 1.37 -0.35 -0.37
H 0.90 0.99 0.40
H -0.94 -0.60 0.41
```



Entry C
Below is a 2-piece molecular cluster, CH2NO2S overall, with properties calculated with wB97M-V/def2-TZVPD.

Properties
Kohn-Sham gap (spin up / spin down)   7.11 / 7.11 eV
Charge   -1

```
7
CH2NO2S wB97M-V/def2-TZVPD
C 0.77 0.20 -0.05
N 1.49 0.00 0.99
O -1.97 -1.46 -0.04
O -2.29 0.90 -0.77
S -1.72 0.01 0.31
H 1.20 0.32 -1.18
H 2.52 0.03 0.73
```



Entry D
Below is a 2-piece molecular cluster, CH2NO2S overall, with properties calculated with wB97M-V/def2-TZVPD.

Properties
Kohn-Sham gap   6.99 eV
Charge   -1

```
7
CH2NO2S wB97M-V/def2-TZVPD
C -0.72 -0.05 0.95
N 0.67 -0.01 -1.27
O -0.40 1.09 0.80
O -0.08 -1.04 -0.65
S -1.36 -0.96 2.11
H 1.62 0.02 -0.94
H 0.27 0.95 -1.00
```



In hartree, relative to the most stable structure: entry A 0.0226; entry B 0.0000; entry C 0.0185; entry D 0.0078.



Entry A
Below is a 4-piece molecular cluster, C2H10O4 overall, with properties calculated with wB97M-V/def2-TZVPD.

Properties
SMILES   CC=O.O.O.O
Kohn-Sham gap   11.36 eV

```
16
C2H10O4 wB97M-V/def2-TZVPD
C 1.61 -0.57 1.12
C 0.42 -1.25 1.74
O -0.65 -1.34 1.18
H 2.44 -0.43 1.82
H 1.24 0.44 0.85
H 1.99 -0.98 0.19
H 0.63 -1.74 2.69
O -2.01 -0.05 -0.71
H -1.32 -0.49 -0.19
H -2.89 -0.17 -0.35
O -0.74 2.34 -0.15
H -0.43 2.46 -1.05
H -1.42 1.65 -0.21
O 0.76 0.06 -2.51
H 0.52 0.15 -1.59
H -0.14 -0.08 -2.83
```



Entry B
Below is a 4-piece molecular cluster, C2H10O4 overall, with properties calculated with wB97M-V/def2-TZVPD.

Properties
SMILES   C=CO.O.O.O
Kohn-Sham gap   9.75 eV

```
16
C2H10O4 wB97M-V/def2-TZVPD
C -0.68 1.84 0.00
C -1.41 1.11 0.82
O -1.86 -0.14 0.38
H -0.26 2.73 0.44
H -0.33 1.62 -0.99
H -1.95 1.34 1.73
H -2.52 -0.46 1.01
O 1.19 -2.14 1.05
H 1.78 -1.55 1.55
H 0.59 -2.52 1.72
O -0.48 -0.26 -2.56
H -1.09 -0.68 -1.94
H 0.17 -0.93 -2.83
O 2.54 0.15 0.14
H 2.58 -0.67 -0.35
H 1.73 0.56 -0.17
```



In hartree, relative to the most stable structure: entry A 0.0000; entry B 0.0303.



Entry A
Below is C11H13ClO3Pt as an isolated structure, with properties calculated with wB97M-V/def2-TZVPD.

Properties
Spin multiplicity   5
Kohn-Sham gap (spin up / spin down)   8.16 / 3.38 eV
Charge   +2

```
29
C11H13ClO3Pt wB97M-V/def2-TZVPD
Cl -1.75 2.78 -2.36
C -0.85 -1.93 -1.59
C 0.57 -2.11 -1.43
C 1.25 -1.12 -2.13
H 1.01 -2.97 -0.91
C 0.25 -0.24 -2.81
C -1.09 -0.80 -2.40
H -2.04 -0.48 -2.85
H -1.59 -2.65 -1.22
H 2.33 -1.03 -2.28
C 0.49 0.69 -3.95
Pt -0.04 1.38 -1.34
C 1.51 1.27 -0.08
O 2.37 1.24 0.66
C -1.48 1.73 -0.15
O -2.40 1.93 0.50
H 1.42 1.19 -3.70
H -0.29 1.44 -3.84
H 0.52 0.35 -4.99
C -1.10 0.66 3.85
C -0.07 -0.17 3.10
C 1.08 -0.76 3.89
O -0.17 -0.32 1.87
H -0.96 0.62 4.93
H -2.10 0.28 3.56
H -1.01 1.71 3.49
H 1.16 -1.83 3.66
H 2.01 -0.25 3.57
H 0.97 -0.63 4.96
```



Entry B
Below is C11H13ClO3Pt as an isolated structure, with properties calculated with wB97M-V/def2-TZVPD.

Properties
Spin multiplicity   5
Kohn-Sham gap (spin up / spin down)   7.92 / 3.53 eV
Charge   +2

```
29
C11H13ClO3Pt wB97M-V/def2-TZVPD
Cl 0.36 0.32 -4.14
C 2.54 -0.69 0.24
C 2.31 0.40 1.14
C 2.15 1.60 0.43
H 2.35 0.29 2.24
C 2.33 1.30 -1.04
C 2.51 -0.21 -1.11
H 2.81 -0.73 -2.03
H 2.78 -1.71 0.56
H 2.05 2.62 0.83
C 2.58 2.27 -2.14
Pt 0.24 0.90 -1.56
C -0.98 1.68 -0.16
O -1.66 2.18 0.62
C -0.72 -0.65 -2.02
O -1.20 -1.65 -2.37
H 1.91 3.10 -1.91
H 2.13 1.77 -3.01
H 3.59 2.61 -2.38
C -3.22 -2.30 0.77
C -2.27 -1.37 1.54
C -2.70 -0.88 2.93
O -1.22 -0.99 1.00
H -4.05 -2.64 1.40
H -2.60 -3.17 0.45
H -3.61 -1.75 -0.11
H -1.88 -1.09 3.63
H -2.93 0.20 2.87
H -3.60 -1.39 3.30
```



In hartree, relative to the most stable structure: entry A 0.0000; entry B 0.0102.



Entry A
Below is a 8-piece molecular cluster, C24H64O8 overall, with properties calculated with wB97M-V/def2-TZVPD.

Properties
SMILES   CC(C)O.CC(C)O.CC(C)O.CC(C)O.CC(C)O.CC(C)O.CC(C)O.CC(C)O
Kohn-Sham gap   9.98 eV

```
96
C24H64O8 wB97M-V/def2-TZVPD
C 1.30 -3.49 1.12
C 1.04 -2.93 2.53
C 2.34 -2.44 3.14
O 0.02 -1.90 2.40
H 0.43 -4.12 0.87
H 2.23 -4.04 1.20
H 1.25 -2.60 0.50
H 0.70 -3.69 3.20
H 3.05 -3.25 3.25
H 2.07 -2.00 4.13
H 2.73 -1.63 2.56
H -0.14 -1.48 3.27
C 0.42 1.88 -4.59
C -0.89 2.40 -4.07
C -2.03 2.20 -5.05
O -1.22 1.73 -2.86
H 0.82 2.33 -5.53
H 0.22 0.85 -4.75
H 1.23 2.08 -3.90
H -0.83 3.48 -3.83
H -2.16 1.12 -5.31
H -1.91 2.71 -5.99
H -2.87 2.63 -4.57
H -1.30 0.73 -2.99
C -0.02 1.63 4.63
C -1.07 0.74 5.30
C -2.48 0.98 4.77
O -0.68 -0.65 5.05
H 0.09 1.45 3.57
H 0.98 1.36 5.00
H -0.29 2.71 4.75
H -0.99 0.87 6.37
H -3.29 0.40 5.23
H -2.62 0.82 3.70
H -2.76 1.99 4.98
H -1.41 -1.13 5.49
C -0.01 4.96 2.28
C 1.06 5.49 1.40
C 2.28 4.66 1.41
O 0.58 5.70 0.08
H 0.33 4.96 3.32
H -0.26 3.92 2.03
H -0.87 5.59 2.23
H 1.31 6.53 1.73
H 2.95 5.00 0.65
H 2.01 3.66 1.12
H 2.87 4.54 2.34
H 0.26 4.84 -0.25
C -1.38 -1.87 -4.77
C -1.55 -2.17 -3.30
C -0.66 -3.33 -2.84
O -1.34 -1.00 -2.56
H -1.64 -2.79 -5.34
H -0.35 -1.60 -4.99
H -2.10 -1.11 -5.04
H -2.60 -2.50 -3.13
H 0.36 -3.09 -2.73
H -0.75 -4.10 -3.62
H -1.06 -3.79 -1.94
H -1.48 -1.16 -1.58
C 3.89 -0.84 -2.77
C 4.69 -1.49 -1.63
C 4.35 -1.00 -0.20
O 4.44 -2.92 -1.87
H 2.79 -0.84 -2.62
H 4.20 -1.42 -3.64
H 4.26 0.17 -2.90
H 5.77 -1.38 -1.89
H 4.68 0.03 -0.03
H 4.82 -1.68 0.49
H 3.29 -1.14 -0.11
H 5.16 -3.48 -1.52
C -4.08 -1.95 -0.33
C -3.10 -2.33 0.77
C -3.29 -3.76 1.31
O -1.75 -2.19 0.18
H -3.78 -0.98 -0.67
H -5.11 -1.89 0.01
H -4.02 -2.68 -1.16
H -3.17 -1.65 1.63
H -4.35 -3.87 1.59
H -2.64 -3.91 2.22
H -3.06 -4.52 0.50
H -1.07 -2.17 0.85
C -1.41 1.13 0.77
C -0.05 1.62 0.31
C 0.92 0.60 -0.24
O -0.26 2.79 -0.50
H -1.37 0.12 1.18
H -2.05 1.09 -0.13
H -1.88 1.79 1.51
H 0.48 2.03 1.21
H 0.56 0.37 -1.24
H 1.03 -0.24 0.47
H 1.91 1.04 -0.30
H -0.72 2.47 -1.31
```



Entry B
Below is a 8-piece molecular cluster, C24H64O8 overall, with properties calculated with wB97M-V/def2-TZVPD.

Properties
SMILES   CC(C)O.CC(C)O.CC(C)O.CC(C)O.CC(C)O.CC(C)O.CC(C)O.CC(C)O
Kohn-Sham gap   10.25 eV

```
96
C24H64O8 wB97M-V/def2-TZVPD
C -3.17 -2.87 9.08
C -2.75 -2.56 7.68
C -1.60 -1.57 7.68
O -2.51 -3.77 7.00
H -4.17 -3.28 8.96
H -3.18 -1.99 9.72
H -2.48 -3.60 9.49
H -3.59 -2.04 7.23
H -1.87 -0.70 8.26
H -1.41 -1.25 6.65
H -0.66 -1.97 8.07
H -3.02 -4.52 7.30
C 4.43 4.91 -0.12
C 3.10 4.13 -0.50
C 2.83 4.28 -2.07
O 3.31 2.80 -0.18
H 5.26 4.40 -0.61
H 4.70 4.72 0.92
H 4.40 5.98 -0.33
H 2.32 4.56 0.12
H 3.70 3.82 -2.55
H 2.81 5.34 -2.33
H 1.89 3.76 -2.25
H 2.47 2.43 0.11
C 3.09 -6.85 6.65
C 2.36 -5.55 6.65
C 2.36 -4.88 5.28
O 1.05 -5.81 7.13
H 3.94 -6.83 5.97
H 2.49 -7.62 6.16
H 3.48 -7.04 7.65
H 2.86 -4.85 7.33
H 1.80 -3.95 5.18
H 1.80 -5.44 4.54
H 3.38 -4.68 4.93
H 0.48 -5.04 7.15
C 7.02 1.22 -3.78
C 6.53 -0.27 -3.82
C 5.20 -0.45 -4.62
O 7.42 -1.21 -4.38
H 6.42 1.95 -3.24
H 7.17 1.57 -4.80
H 7.94 1.17 -3.19
H 6.26 -0.46 -2.78
H 4.51 0.35 -4.36
H 4.79 -1.44 -4.42
H 5.43 -0.45 -5.68
H 7.09 -2.12 -4.35
C -2.59 3.56 2.95
C -1.30 4.37 3.16
C -1.12 4.87 4.59
O -0.31 3.36 3.00
H -2.51 2.90 2.09
H -3.32 4.33 2.71
H -2.90 3.00 3.83
H -1.30 5.20 2.46
H -1.75 5.76 4.65
H -0.08 5.07 4.86
H -1.42 4.21 5.40
H 0.47 3.71 3.45
C -5.16 -4.05 -7.78
C -5.23 -2.61 -7.17
C -3.83 -2.03 -6.72
O -5.59 -1.66 -8.15
H -4.74 -4.84 -7.15
H -4.50 -4.12 -8.65
H -6.11 -4.37 -8.21
H -5.93 -2.71 -6.34
H -3.30 -2.75 -6.08
H -3.94 -1.10 -6.16
H -3.24 -1.93 -7.63
H -5.00 -1.90 -8.87
C -2.61 3.46 -4.30
C -3.68 3.93 -5.34
C -3.02 5.12 -6.01
O -3.86 3.02 -6.35
H -2.66 4.01 -3.36
H -1.66 3.19 -4.75
H -2.87 2.58 -3.71
H -4.55 4.26 -4.78
H -2.12 4.84 -6.55
H -2.77 5.88 -5.27
H -3.71 5.54 -6.75
H -2.95 2.73 -6.42
C -0.76 -1.80 0.93
C 0.07 -1.18 -0.22
C -0.21 -1.81 -1.65
O -0.18 0.26 -0.31
H -0.66 -1.41 1.94
H -0.55 -2.87 0.94
H -1.80 -1.88 0.63
H 1.10 -1.29 0.13
H -0.48 -2.86 -1.69
H 0.56 -1.54 -2.38
H -1.07 -1.26 -2.04
H -0.49 0.54 0.55
```



In hartree, relative to the most stable structure: entry A 0.0000; entry B 0.1359.



Entry A
Below is C18H33N6OReS3 as an isolated structure, with properties calculated with wB97M-V/def2-TZVPD.

Properties
Spin multiplicity   4
Kohn-Sham gap (spin up / spin down)   7.27 / 6.02 eV
Charge   +3

```
62
C18H33N6OReS3 wB97M-V/def2-TZVPD
Re -0.07 -0.20 -0.18
C 0.17 2.54 5.37
C 0.75 2.86 4.00
N -0.27 2.86 2.95
C -0.54 1.91 2.09
S 0.42 0.40 2.09
N -1.55 2.01 1.27
N -1.70 1.00 0.41
C -2.92 0.71 0.02
C -4.08 1.55 0.41
C -3.01 -0.57 -0.67
C -4.18 -1.15 -1.14
C -4.15 -2.44 -1.65
C -2.94 -3.13 -1.67
C -1.80 -2.49 -1.21
N -1.83 -1.24 -0.71
H 0.97 2.55 6.11
H -0.30 1.56 5.38
H -0.57 3.28 5.67
H 1.51 2.13 3.73
H 1.21 3.85 4.01
H -0.91 3.65 2.95
H -4.01 1.79 1.47
H -5.03 1.07 0.20
H -4.03 2.50 -0.12
H -5.10 -0.59 -1.11
H -5.05 -2.91 -2.01
H -2.87 -4.14 -2.05
H -0.84 -2.98 -1.23
C 1.40 -0.56 -2.82
C 2.55 0.02 -2.01
N 2.21 0.14 -0.57
C 2.94 1.25 0.08
C 2.47 2.62 -0.43
S 0.69 2.71 -0.77
C 0.62 2.55 -2.59
C -0.21 1.37 -3.06
N 0.09 0.05 -2.45
H 1.33 -1.63 -2.61
H 1.60 -0.44 -3.88
H 2.82 1.01 -2.38
H 3.43 -0.61 -2.15
H 2.51 -0.72 -0.12
H 4.01 1.16 -0.10
H 2.77 1.18 1.15
H 3.00 2.94 -1.32
H 2.67 3.37 0.34
H 1.63 2.55 -2.98
H 0.13 3.46 -2.95
H -0.10 1.29 -4.14
H -1.26 1.57 -2.85
H -0.61 -0.57 -2.84
C 0.41 -4.54 1.25
S 1.57 -3.17 1.10
C 2.92 -4.05 0.31
O 1.00 -2.27 -0.03
H 0.82 -5.22 2.00
H 0.30 -5.05 0.30
H -0.54 -4.15 1.61
H 3.25 -4.83 1.00
H 3.74 -3.35 0.15
H 2.58 -4.48 -0.63
```



Entry B
Below is C18H33N6OReS3 as an isolated structure, with properties calculated with wB97M-V/def2-TZVPD.

Properties
Spin multiplicity   4
Kohn-Sham gap (spin up / spin down)   7.41 / 6.02 eV
Charge   +3

```
62
C18H33N6OReS3 wB97M-V/def2-TZVPD
Re -0.09 0.30 0.40
C -4.70 -2.86 -2.66
C -3.43 -3.16 -1.88
N -3.28 -2.29 -0.70
C -2.46 -1.26 -0.65
S -2.39 -0.29 0.87
N -1.75 -0.88 -1.68
N -0.99 0.19 -1.41
C -0.94 1.21 -2.24
C -1.33 1.11 -3.66
C -0.71 2.45 -1.50
C -0.89 3.72 -2.02
C -1.06 4.80 -1.15
C -1.08 4.57 0.21
C -0.83 3.29 0.68
N -0.60 2.26 -0.15
H -4.74 -3.49 -3.54
H -4.72 -1.81 -2.98
H -5.59 -3.06 -2.06
H -2.55 -3.01 -2.51
H -3.44 -4.19 -1.52
H -3.97 -2.39 0.02
H -2.08 0.34 -3.79
H -0.46 0.81 -4.25
H -1.69 2.06 -4.06
H -0.93 3.87 -3.09
H -1.22 5.79 -1.55
H -1.30 5.36 0.91
H -0.86 3.06 1.73
C 2.13 2.73 1.65
C 2.23 1.56 2.61
N 1.32 0.40 2.31
C 2.11 -0.86 2.34
C 3.01 -1.04 1.12
S 2.17 -0.70 -0.47
C 3.22 0.61 -1.18
C 3.39 1.81 -0.27
N 2.10 2.27 0.26
H 1.23 3.30 1.84
H 2.98 3.39 1.85
H 3.25 1.18 2.61
H 2.03 1.93 3.62
H 0.66 0.34 3.08
H 2.73 -0.89 3.24
H 1.41 -1.69 2.40
H 3.89 -0.40 1.16
H 3.35 -2.07 1.08
H 4.18 0.16 -1.42
H 2.73 0.88 -2.12
H 4.06 1.57 0.56
H 3.89 2.60 -0.84
H 1.75 3.01 -0.33
C 0.92 -4.40 1.20
S -0.49 -3.29 1.09
C -0.89 -3.26 2.85
O 0.15 -1.93 0.76
H 0.54 -5.37 1.52
H 1.65 -4.03 1.92
H 1.36 -4.50 0.21
H -1.19 -4.27 3.14
H -1.73 -2.58 3.01
H -0.03 -2.94 3.43
```



In hartree, relative to the most stable structure: entry A 0.0000; entry B 0.0386.



Entry A
Below is a 2-piece molecular cluster, C2H4ClNO2 overall, with properties calculated with wB97M-V/def2-TZVPD.

Properties
Kohn-Sham gap (spin up / spin down)   8.18 / 8.19 eV

```
10
C2H4ClNO2 wB97M-V/def2-TZVPD
C 1.08 0.28 0.02
C -0.40 0.02 0.07
N -0.81 -1.01 0.84
O 1.45 1.43 -0.51
O 1.85 -0.53 0.46
Cl -1.46 1.39 0.05
H -0.54 -0.47 -1.84
H -0.11 -1.73 0.97
H -1.76 -1.33 0.78
H 0.70 1.95 -0.84
```



Entry B
Below is a 2-piece molecular cluster, C2H4ClNO2 overall, with properties calculated with wB97M-V/def2-TZVPD.

Properties
SMILES   O/C=N\Cl.C=O
Kohn-Sham gap   10.26 eV

```
10
C2H4ClNO2 wB97M-V/def2-TZVPD
O 1.70 1.20 2.83
C 0.99 0.15 2.46
N 1.24 -0.64 1.51
Cl 2.63 -0.37 0.58
H 2.56 1.13 2.16
H 0.08 -0.18 3.04
C 0.26 -0.10 -1.78
O -0.65 0.11 -1.02
H -0.01 -0.25 -2.86
H 1.27 -0.13 -1.38
```



Entry C
Below is one molecule with the formula C2H4ClNO2, with properties calculated with wB97M-V/def2-TZVPD.

Properties
SMILES   N[C@@H](Cl)C(=O)O
Kohn-Sham gap   10.64 eV

```
10
C2H4ClNO2 wB97M-V/def2-TZVPD
N -1.00 0.77 0.37
C 0.30 0.48 -0.33
Cl 1.58 1.70 0.15
C 0.79 -0.94 -0.05
O 1.95 -1.24 -0.09
O -0.13 -1.88 0.03
H -1.36 1.67 0.09
H -1.16 0.32 1.30
H 0.09 0.65 -1.31
H -1.06 -1.53 -0.16
```



In hartree, relative to the most stable structure: entry A 0.0855; entry B 0.0880; entry C 0.0000.



Entry A
Below is a 2-piece molecular cluster, H6NO overall, with properties calculated with wB97M-V/def2-TZVPD.

Properties
Kohn-Sham gap   12.82 eV
Charge   +1

```
8
H6NO wB97M-V/def2-TZVPD
N -1.12 -0.28 -0.74
H -2.09 -0.27 -0.46
H -0.52 -0.37 0.10
H -0.93 0.62 -1.17
H -1.01 -1.02 -1.43
H 1.59 -0.49 0.89
H 1.52 0.98 1.25
O 1.08 0.31 0.72
```



Entry B
Below is a 2-piece molecular cluster, H6NO overall, with properties calculated with wB97M-V/def2-TZVPD.

Properties
Kohn-Sham gap   9.95 eV
Charge   +1

```
8
H6NO wB97M-V/def2-TZVPD
O -2.35 4.14 0.14
H -2.91 4.40 -0.63
H -1.55 4.70 0.07
N 0.00 0.00 0.00
H 0.63 0.43 -0.71
H 0.56 -0.34 0.80
H -0.51 -0.80 -0.42
H -0.68 0.71 0.33
```



In hartree, relative to the most stable structure: entry A 0.0000; entry B 0.0202.